1.
Entry from the Open Molecules 2025 dataset: C58H36BiI5N6O2 as an isolated structure (wB97M-V/def2-TZVPD).

```
! wB97M-V def2-TZVPD RIJCOSX def2/J DEFGRID3
* xyz 0 1
Bi 0.750 -0.427 0.681
I -3.605 4.561 -6.914
C -2.658 3.739 -5.239
C -1.622 2.835 -5.411
C -1.034 2.259 -4.293
C -1.462 2.569 -3.000
C -2.489 3.499 -2.859
C -3.088 4.085 -3.967
C -0.842 1.799 -1.868
C 0.489 1.995 -1.604
C 1.258 3.216 -2.067
C 2.535 3.109 -1.200
C 2.581 1.661 -0.818
C 3.719 0.924 -0.636
C 5.030 1.643 -0.672
C 5.940 1.426 -1.708
C 7.177 2.055 -1.723
C 7.508 2.925 -0.694
I 9.403 3.814 -0.662
C 6.603 3.198 0.318
C 5.369 2.558 0.323
C 3.717 -0.519 -0.591
N 2.595 -1.266 -0.512
C 2.954 -2.589 -0.734
C 2.102 -3.686 -0.725
C 2.648 -4.977 -1.233
C 2.753 -6.105 -0.426
C 3.300 -7.283 -0.918
C 3.732 -7.336 -2.233
I 4.556 -9.108 -2.983
C 3.629 -6.228 -3.060
C 3.091 -5.053 -2.554
C 0.756 -3.666 -0.291
C -0.104 -4.786 -0.177
C -1.285 -4.336 0.362
C -1.156 -2.933 0.524
N 0.083 -2.549 0.137
C -2.280 -2.050 0.766
C -2.339 -0.826 0.119
C -3.500 -0.115 -0.336
C -3.085 0.836 -1.205
C -1.648 0.835 -1.197
N -1.213 -0.178 -0.406
C -3.345 -2.589 1.653
C -4.723 -2.439 1.472
C -5.630 -2.892 2.414
C -5.173 -3.510 3.566
I -6.537 -4.166 5.004
C -3.817 -3.697 3.769
C -2.919 -3.240 2.819
C 4.377 -2.648 -0.908
C 4.852 -1.378 -0.784
N 1.291 1.169 -0.878
H -1.288 2.562 -6.405
H -0.236 1.536 -4.424
H -2.828 3.776 -1.870
H -3.885 4.805 -3.836
H 1.346 3.257 -3.153
H 3.452 3.502 -1.627
H 5.668 0.766 -2.524
H 7.874 1.865 -2.529
H 6.856 3.893 1.108
H 4.666 2.759 1.122
H 2.430 -6.059 0.608
H 3.397 -8.148 -0.275
H 3.971 -6.271 -4.085
H 3.006 -4.181 -3.192
H 0.135 -5.792 -0.485
H -2.176 -4.909 0.571
H -4.523 -0.340 -0.106
H -3.712 1.504 -1.772
H -5.118 -2.006 0.570
H -6.691 -2.757 2.248
H -3.455 -4.178 4.668
H -1.859 -3.344 3.008
H 4.951 -3.549 -1.065
H 5.884 -1.068 -0.811
C -1.590 -1.322 5.175
C -2.502 -0.441 4.365
N -3.752 -0.309 4.732
C -4.557 0.556 4.059
C -4.091 1.406 3.094
C -5.006 2.468 2.545
O -4.895 3.719 3.233
C -2.725 1.329 2.708
C -2.146 2.362 1.878
N -0.880 2.521 1.762
C -0.287 3.457 0.923
C -1.036 4.393 0.055
C -0.458 4.963 -0.995
C 0.938 4.580 -1.355
C 1.876 4.139 -0.182
C 1.060 3.505 0.896
I 2.037 2.483 2.447
C -1.929 0.260 3.225
O -0.804 -0.110 2.760
H -2.177 -1.899 5.888
H -0.872 -0.701 5.721
H -1.008 -1.983 4.530
H -5.598 0.582 4.369
H -6.041 2.153 2.664
H -4.832 2.614 1.474
H -3.967 3.874 3.434
H -2.848 3.044 1.383
H -2.050 4.650 0.345
H -0.968 5.711 -1.592
H 1.422 5.358 -1.943
H 2.573 4.877 0.222
*
```

The HOMO-LUMO gap comes out at 5.06 eV. For the relative energy (zero: lowest compared OMol25 entry of this formula, charge and spin), the calculation gives 232.01 kJ/mol. For the HOMO energy, the calculation gives -6.9 eV.



2.
Entry from the Open Molecules 2025 dataset: C58H36CoF15GeN6S5 as an isolated structure (wB97M-V/def2-TZVPD).

```
! wB97M-V def2-TZVPD RIJCOSX def2/J DEFGRID3
* xyz 2 1
Co -0.083 -0.046 0.036
N 3.469 0.172 1.922
C 4.009 -0.587 0.894
C 5.306 -1.030 0.662
C 5.494 -1.813 -0.457
C 4.428 -2.151 -1.308
C 3.145 -1.704 -1.073
C 2.943 -0.900 0.048
N 1.789 -0.319 0.567
C 2.154 0.284 1.680
C 1.104 0.916 2.453
C 1.046 1.332 3.744
S -0.564 1.744 4.132
C -1.057 1.341 2.565
N -0.095 0.950 1.772
H 3.966 0.562 2.705
H 6.126 -0.786 1.324
H 6.483 -2.190 -0.678
H 4.621 -2.796 -2.155
H 2.318 -2.002 -1.702
H 1.834 1.372 4.479
H -2.096 1.380 2.278
S -0.509 -1.487 -1.580
C 0.086 -0.872 -3.040
N -0.167 -1.411 -4.213
C 0.410 -0.824 -5.431
C 1.837 -0.451 -5.151
N 1.887 0.438 -3.991
C 2.926 1.485 -4.035
C 2.585 2.535 -5.060
C 1.426 3.298 -4.923
C 1.105 4.248 -5.878
C 1.939 4.448 -6.973
C 3.095 3.698 -7.108
C 3.415 2.740 -6.154
C 1.042 0.303 -2.989
S 1.032 1.285 -1.647
C -1.016 -2.607 -4.430
C -2.172 -2.321 -5.352
C -2.170 -2.838 -6.642
C -3.228 -2.580 -7.504
C -4.293 -1.805 -7.075
C -4.306 -1.298 -5.781
C -3.250 -1.555 -4.923
H -0.184 0.041 -5.735
H 0.352 -1.568 -6.222
H 2.269 0.080 -5.998
H 2.444 -1.338 -4.946
H 3.861 0.983 -4.292
H 3.026 1.896 -3.033
H 0.791 3.161 -4.053
H 0.212 4.848 -5.766
H 1.689 5.195 -7.714
H 3.750 3.855 -7.954
H 4.323 2.156 -6.259
H -1.325 -2.990 -3.461
H -0.359 -3.349 -4.888
H -1.345 -3.457 -6.975
H -3.221 -2.990 -8.505
H -5.123 -1.609 -7.741
H -5.153 -0.720 -5.437
H -3.275 -1.192 -3.905
N -1.719 0.950 -0.371
S -2.524 1.064 -1.741
C -4.204 0.564 -1.397
C -5.270 1.094 -2.116
C -6.546 0.614 -1.868
C -6.749 -0.384 -0.924
C -5.675 -0.910 -0.223
C -4.390 -0.440 -0.456
C -2.736 2.779 -2.121
C -3.333 3.656 -1.221
C -3.450 4.990 -1.561
C -2.986 5.435 -2.797
C -2.404 4.553 -3.691
C -2.271 3.212 -3.354
H -2.146 1.483 0.373
H -5.114 1.880 -2.844
H -7.387 1.028 -2.410
H -7.750 -0.749 -0.735
H -5.833 -1.690 0.510
H -3.544 -0.856 0.077
H -3.722 3.296 -0.275
H -3.913 5.687 -0.876
H -3.089 6.479 -3.061
H -2.058 4.905 -4.654
H -1.821 2.508 -4.045
F -0.911 -2.940 5.837
C 0.266 -2.457 5.444
C 0.628 -2.473 4.107
C 1.902 -2.019 3.816
F 2.343 -2.092 2.544
C 2.763 -1.506 4.764
F 3.972 -1.049 4.420
C 2.354 -1.469 6.089
F 3.157 -0.976 7.015
C 1.103 -1.958 6.434
F 0.717 -1.945 7.700
Ge -0.422 -3.160 2.605
S -1.199 -1.604 1.214
C 0.656 -4.611 1.894
C 0.873 -5.701 2.721
F 0.305 -5.706 3.937
C 1.644 -6.788 2.352
F 1.820 -7.811 3.173
C 2.236 -6.789 1.097
F 2.981 -7.809 0.715
C 2.050 -5.710 0.247
F 2.626 -5.696 -0.954
C 1.269 -4.645 0.658
F 1.138 -3.615 -0.196
C -2.202 -3.700 3.162
C -3.019 -2.801 3.831
F -2.550 -1.583 4.154
C -4.321 -3.095 4.185
F -5.069 -2.202 4.825
C -4.847 -4.336 3.853
F -6.093 -4.632 4.177
C -4.067 -5.256 3.171
F -4.570 -6.437 2.839
C -2.766 -4.921 2.834
F -2.057 -5.829 2.154
*
```

The HOMO-LUMO gap comes out at 7.13 eV. For the HOMO energy, the calculation gives -13.1 eV.